Record 1
12
Properties=species:S:1:pos:R:3:forces:R:3:nbo_charge:R:1 method="wB97M-V/def2-TZVPD" total_energy_ev=-4274.947 homo_lumo_gap_ev="3.4 / 7.3" e_lumo_ev="5.065 / 4.905" s2=0.75 spin_multiplicity=2 de_lowest_kj_mol=56.9 total_charge=-1
C 0.241 -0.148 0.622 0.0119 -0.2205 0.5462 -0.47
C -0.299 0.138 -0.625 0.2253 0.0243 -0.4199 -0.48
C 0.453 -0.312 -1.860 -0.7510 0.1695 0.7023 -0.64
C -0.380 0.375 1.902 -0.3901 -0.6560 -1.5706 -0.66
H 1.120 -0.793 0.647 0.0571 0.1028 0.3022 0.14
H -1.284 0.595 -0.719 0.0158 -0.1073 -0.1259 0.14
H -0.108 -0.027 -2.753 0.3282 0.2029 -0.2416 0.18
H 1.472 0.098 -1.827 0.0773 0.1168 -0.4476 0.16
H 0.582 -1.408 -1.925 0.0002 -0.1847 0.0970 0.14
H 0.047 -0.111 2.777 0.1447 0.4168 0.2709 0.18
H -1.455 0.116 1.874 -0.0295 -0.0158 0.3046 0.16
H -0.390 1.479 1.887 0.3102 0.1514 0.5825 0.14

Record 2
39
Properties=species:S:1:pos:R:3:forces:R:3:nbo_charge:R:1 method="wB97M-V/def2-TZVPD" total_energy_ev=-45711.143 homo_lumo_gap_ev=4.9 e_lumo_ev=-6.517 smiles="CNS(=O)(=O)c1ccc(Nc2ccc(OC(F)F)cc2)c([N+](=O)O)c1" de_lowest_kj_mol=0.0 total_charge=+1
O -2.653 -2.853 2.348 -1.8695 3.0959 -1.2850 -0.29
O -5.648 2.615 0.930 1.5605 0.1352 -0.0052 -0.91
O -4.133 3.983 2.407 0.1137 -2.1517 -3.4534 -0.88
F 3.549 -2.655 -3.814 0.0835 0.5930 0.2856 -0.34
F 4.286 -0.695 -3.180 -0.0283 -0.6740 0.7445 -0.31
O -4.669 -2.144 1.607 1.1288 1.7500 0.0495 -0.46
O 4.094 -2.485 -1.627 0.8010 1.2365 -2.0560 -0.49
C 2.908 -2.547 0.328 -0.9438 -1.0997 1.9284 -0.21
C 1.789 -1.521 -1.542 0.5027 0.2890 -0.5240 -0.19
C 1.780 -2.388 1.193 0.6089 1.3694 -2.6283 -0.20
C 0.724 -1.206 -0.690 -0.4530 0.0401 0.2494 -0.25
C -0.964 0.932 1.094 0.5555 -0.3509 -0.6701 -0.25
C -1.829 1.993 0.972 0.4580 -0.9220 0.6967 -0.08
C -3.641 0.488 1.597 -0.9765 1.3206 -0.5633 -0.13
C 2.921 -2.187 -1.017 -1.0580 0.7122 0.7466 0.28
C 0.682 -1.639 0.666 1.4254 -0.4952 0.0821 0.10
C -1.366 -0.385 1.431 1.5348 -2.0075 0.5378 0.24
C -2.770 -0.631 1.650 -1.1635 0.6009 0.5850 0.06
C -3.186 1.761 1.265 -0.2354 -1.1038 -0.1453 -0.34
N -0.397 -1.417 1.549 -2.0826 1.5966 -0.3231 -0.50
N -3.679 3.970 -0.167 -0.7508 -0.7232 0.8865 -0.83
N -3.343 -1.875 1.937 2.0497 -3.7456 0.3744 0.45
C 4.409 -2.016 -2.957 -1.4527 -1.5862 0.4008 0.79
C -4.234 3.423 -1.427 0.1817 -0.1571 -0.0403 -0.44
S -4.311 3.134 1.179 -1.3064 2.5544 2.6676 2.22
H -4.825 -3.111 1.534 0.8316 0.1234 0.4467 0.53
H 3.773 -3.089 0.749 -0.4130 0.4546 -0.4361 0.24
H 1.771 -1.192 -2.617 -0.0595 -0.3810 1.3440 0.24
H 1.812 -2.701 2.227 0.0163 -0.0964 -0.0430 0.23
H -0.098 -0.595 -1.117 0.5112 -0.6335 0.4066 0.23
H 0.107 1.082 0.913 -0.4474 -0.1009 0.1591 0.26
H -1.422 2.974 0.768 -0.2826 0.0561 -0.0804 0.27
H -4.723 0.382 1.788 0.6799 -0.1007 -0.0893 0.29
H -0.477 -2.009 2.377 -0.1033 -0.0134 -0.6994 0.44
H -3.946 4.946 -0.034 0.1549 -0.0945 0.1349 0.42
H 5.384 -2.402 -3.195 0.5749 0.3289 0.2782 0.16
H -5.310 3.375 -1.377 -0.4067 -0.1434 -0.0316 0.22
H -3.984 4.084 -2.262 0.3357 -0.2468 0.2252 0.23
H -3.844 2.400 -1.573 -0.0760 0.5706 -0.1558 0.20

Record 3
18
Properties=species:S:1:pos:R:3:forces:R:3:nbo_charge:R:1 method="wB97M-V/def2-TZVPD" total_energy_ev=-10367.641 homo_lumo_gap_ev=9.3 e_lumo_ev=0.474 de_lowest_kj_mol=739.5 total_charge=0
C -1.733 -0.290 -2.100 -0.9893 -0.1346 0.4473 -0.45
C -1.013 0.820 -0.202 -2.4400 1.3695 -2.0366 0.31
C 0.979 1.129 1.438 -0.2460 0.8150 -1.2031 -0.03
C 1.814 0.077 1.333 -0.5140 -0.8737 0.2742 -0.25
C 1.377 -1.394 0.833 -0.6706 2.4732 2.4741 -0.07
H -2.399 0.858 -2.017 1.3581 -3.5510 -1.6768 0.18
H -1.152 -0.946 -3.351 -2.1786 2.4794 4.0127 0.26
H -2.828 -1.260 -1.485 3.4534 2.5209 -1.7890 0.18
H -2.097 1.229 -0.554 1.8060 -0.0906 2.2405 0.14
H -0.795 2.240 1.362 0.8071 -3.4659 -1.8955 0.41
H 1.288 2.162 1.819 -0.1964 -1.8826 -0.1974 0.21
H 2.753 0.141 1.907 -0.3184 0.2471 -0.6781 0.22
H 0.353 -1.345 1.215 -0.5257 -0.5869 -0.3573 0.15
H 1.867 -2.118 1.463 0.5120 -0.2490 -0.0307 0.18
H 1.113 -0.955 -0.944 -0.5934 0.1044 -0.6185 0.50
N -0.598 0.092 -1.146 -0.5809 -2.2653 -0.9642 -0.59
N -0.401 1.279 0.911 0.4246 3.2381 2.6585 -0.63
O 1.473 -1.718 -0.483 0.8922 -0.1481 -0.6602 -0.71

Record 4
10
Properties=species:S:1:pos:R:3:forces:R:3:nbo_charge:R:1 method="wB97M-V/def2-TZVPD" total_energy_ev=-36692.065 homo_lumo_gap_ev="7.9 / 11.1" e_lumo_ev="-5.114 / -4.921" s2=8.75 spin_multiplicity=6 total_charge=+1
O 1.744 -0.277 -0.367 0.8397 -0.0079 -1.4066 -0.61
C 0.674 -0.723 0.128 0.6525 3.6849 2.2907 1.03
Cr -0.154 0.185 2.724 -0.2379 -0.0819 0.4563 0.93
O -0.590 -0.567 -0.135 0.3198 -1.1833 0.0295 -0.48
O 0.938 -0.864 1.384 -0.2054 -1.5848 2.5032 -0.84
H 2.174 -0.340 0.886 -1.6340 -0.7803 -2.5258 0.57
C -1.107 0.462 -0.987 0.3142 0.2682 -1.6517 -0.26
H -0.606 1.427 -0.862 0.1067 -0.2451 0.4496 0.21
H -0.898 0.145 -2.011 -0.5345 0.1823 0.0028 0.22
H -2.174 0.551 -0.760 0.3789 -0.2522 -0.1480 0.23

Record 5
83
Properties=species:S:1:pos:R:3:forces:R:3:lowdin_charge:R:1 method="wB97M-V/def2-TZVPD" total_energy_ev=-56016.587 homo_lumo_gap_ev="6.0 / 5.5" e_lumo_ev="-5.701 / -8.338" s2=8.78 spin_multiplicity=6 de_lowest_kj_mol=0.0 total_charge=+2
Ir 0.502 -0.143 -0.269 0.2068 -0.0959 1.6159 1.15
C -1.897 1.398 -0.471 0.0823 -0.7537 1.4071 -0.18
C -2.825 0.727 -1.244 -0.7629 -1.5735 0.4150 -0.19
C -2.323 -0.692 0.486 0.8533 1.0597 0.7130 -0.16
C -1.320 0.447 0.606 -2.2854 -0.1038 -0.9118 -0.40
C -3.041 -0.580 -0.688 -0.5405 1.4466 -1.6722 -0.19
C -1.742 2.864 -0.476 0.6654 0.6185 0.1398 -0.01
H -1.473 3.233 -1.480 -0.0758 -0.0304 0.2961 0.09
H -0.966 3.172 0.238 -0.2003 0.0465 -0.2262 0.08
H -2.667 3.410 -0.209 0.2354 -0.4886 -0.0517 0.13
C -1.315 1.059 1.985 0.2413 0.5802 0.3957 -0.05
H -0.535 1.829 2.102 -0.5199 -0.1194 -0.1058 0.07
H -1.115 0.340 2.782 -0.0841 0.1115 -0.2788 0.07
H -2.325 1.468 2.143 0.3852 0.2212 0.2314 0.12
C -2.760 -1.561 1.599 -0.1054 -0.4786 0.9211 -0.01
H -3.847 -1.489 1.815 0.4921 0.0730 -0.4626 0.13
H -2.239 -1.317 2.537 -0.3996 -0.1329 -0.4719 0.08
H -2.561 -2.626 1.382 -0.1647 0.2574 0.0120 0.11
C -4.048 -1.529 -1.218 -0.0683 -0.5257 0.1279 0.00
H -5.066 -1.105 -1.150 0.3327 -0.1998 -0.0359 0.12
H -4.008 -2.472 -0.650 -0.2143 0.2840 -0.2960 0.10
H -3.852 -1.756 -2.279 -0.1325 0.0744 0.2888 0.10
C -3.691 1.308 -2.290 -0.1526 0.3561 -0.6865 -0.01
H -4.619 1.719 -1.851 0.3639 -0.1403 -0.1223 0.12
H -3.990 0.535 -3.008 -0.0244 0.2477 0.0979 0.09
H -3.194 2.125 -2.844 -0.2686 -0.3087 0.2384 0.10
C 1.929 0.426 -2.195 0.5482 0.4234 0.0665 -0.23
C 0.721 1.083 -2.065 -0.1405 1.2364 -1.2912 -0.36
C -0.177 1.383 -3.279 0.2538 0.3436 0.1827 -0.13
C -0.818 0.129 -3.901 -0.3346 0.1584 -0.2062 -0.14
C -0.540 -1.123 -3.104 0.0969 -0.3465 -1.1378 -0.12
C 0.598 -1.813 -3.282 -0.6701 -0.2586 -1.0298 -0.14
C 1.745 -1.287 -4.128 -0.1517 -0.4133 -0.4264 -0.15
C 2.498 -0.076 -3.494 0.5212 -0.2327 -0.1877 -0.14
H 0.368 1.976 -4.049 0.0117 -0.5150 0.5553 0.14
H -0.487 0.027 -4.955 -0.0188 -0.1658 0.6574 0.13
H -0.959 2.075 -2.947 0.1518 -0.2675 -0.0782 0.07
H 2.550 0.746 -4.231 -0.2026 -0.2037 0.3654 0.13
H 2.595 0.196 -1.340 -0.4691 0.5887 -0.4469 0.03
H 0.446 1.806 -1.243 0.7223 -0.5531 -0.8661 0.01
H 3.559 -0.367 -3.322 -0.7277 0.1874 -0.0309 0.12
H 2.462 -2.105 -4.320 -0.3280 0.4486 0.0886 0.12
H 0.651 -2.876 -3.035 -0.1456 0.5438 0.4166 0.09
H 1.371 -0.991 -5.129 0.0916 -0.1466 0.5140 0.12
H -1.910 0.275 -3.974 0.4713 -0.0826 0.0934 0.10
H -1.389 -1.510 -2.551 0.1551 -0.3208 -0.0191 0.08
P 2.061 2.143 0.303 0.0932 0.2834 0.0792 0.84
C 1.894 2.935 1.925 0.2148 0.0926 0.3974 -0.24
H 2.858 3.405 2.166 -0.3441 0.0630 0.1136 0.07
H 1.639 2.213 2.706 0.1061 0.2083 -0.1530 0.03
H 1.104 3.701 1.886 0.3001 -0.1737 -0.0497 0.06
C 3.800 1.620 0.083 0.1645 -0.0166 0.3056 -0.24
H 4.439 2.197 0.763 0.0561 -0.2065 -0.2241 0.07
H 4.097 1.790 -0.958 -0.0147 0.1160 0.2574 0.06
H 3.900 0.547 0.283 0.1733 0.2339 0.0919 0.04
C 2.037 3.627 -0.792 -0.1909 -0.1902 -0.2767 -0.22
H 2.303 3.356 -1.826 -0.0420 0.0500 0.4073 0.06
H 2.775 4.343 -0.415 -0.1837 -0.0297 -0.0334 0.07
H 1.039 4.089 -0.816 0.3460 -0.0397 0.1155 0.05
P 1.422 -2.500 -0.165 0.1045 -1.3755 -0.0980 0.84
C -0.155 -3.386 -0.537 0.0263 -0.2728 -0.3255 -0.23
H 0.012 -4.163 -1.291 -0.1679 0.0257 0.1626 0.07
H -0.903 -2.673 -0.908 0.2621 -0.2882 -0.0095 0.00
H -0.564 -3.856 0.368 0.3368 0.1031 -0.1855 0.05
C 2.770 -2.786 -1.377 0.1489 -0.2986 -0.5635 -0.22
H 2.441 -2.920 -2.409 0.2225 0.2170 0.4075 0.02
H 3.334 -3.686 -1.109 -0.1526 0.2550 -0.0034 0.06
H 3.459 -1.933 -1.318 -0.1163 -0.1634 -0.0833 0.05
C 2.168 -3.543 1.164 0.1201 0.0163 0.5630 -0.21
H 2.878 -4.271 0.739 -0.4047 0.3338 0.0348 0.06
H 1.418 -4.113 1.730 0.1382 0.4136 -0.1218 0.06
H 2.732 -2.906 1.859 -0.1830 -0.2062 -0.0759 0.06
F 1.345 -1.445 5.900 -0.0128 0.0218 -1.2834 0.07
C 1.282 -1.269 4.545 -0.0441 -0.1143 1.2834 -0.23
C 2.243 -0.470 3.947 0.2652 0.1942 -0.2471 0.02
C 2.136 -0.224 2.574 -0.0990 -0.0946 0.1322 -0.15
C 1.062 -0.733 1.847 0.9490 0.4979 0.3189 -0.35
C 0.181 -1.609 2.477 0.4105 -0.2675 -0.0306 -0.22
C 0.263 -1.894 3.837 0.2068 0.2851 -0.0993 0.03
H 3.063 -0.037 4.529 -0.3975 -0.2609 -0.0991 0.14
H 2.904 0.376 2.075 -0.2628 -0.2658 0.4331 0.06
H -0.578 -2.085 1.879 0.1181 -0.1972 0.1101 0.05
H -0.429 -2.573 4.333 0.1589 0.2013 -0.0486 0.14

Record 6
56
Properties=species:S:1:pos:R:3:forces:R:3:nbo_charge:R:1 method="wB97M-V/def2-TZVPD" total_energy_ev=-157641.196 homo_lumo_gap_ev="4.3 / 4.8" e_lumo_ev="4.357 / 4.358" s2=0.82 spin_multiplicity=2 de_lowest_kj_mol=75.4 total_charge=-2
Cr 0.170 -0.294 0.215 0.9300 -1.9200 0.5148 0.27
N 1.822 3.106 7.578 0.1525 0.1104 0.1458 -0.82
C 1.050 2.584 6.523 -0.1632 -0.0667 -0.0344 0.15
C -0.284 2.967 6.392 -0.0105 -0.1046 -0.1668 -0.31
C -1.067 2.421 5.385 0.1549 0.1242 0.1050 -0.11
C -0.521 1.498 4.518 -0.4061 -0.2892 -0.1413 -0.32
C 0.783 1.072 4.664 0.1493 -0.0197 0.1305 -0.16
C 1.580 1.631 5.656 -0.2543 0.0259 -0.0857 -0.26
S -1.610 0.755 3.299 -0.7691 -1.2442 0.1542 2.33
O -1.921 -0.557 3.814 0.3945 0.1927 -0.1076 -0.94
O -2.752 1.629 3.118 0.3364 0.2973 0.2095 -0.98
N -0.809 0.598 1.900 -0.2146 0.7618 1.1047 -0.90
C -0.387 1.769 1.413 -0.3661 -0.7054 -0.3380 0.56
N -0.318 2.853 2.158 0.7648 2.7938 -0.4285 -0.50
C 0.115 3.975 1.545 -0.4586 -1.5348 0.6266 0.11
C 0.438 4.000 0.201 0.0723 0.2505 -0.3705 -0.39
C 0.354 2.811 -0.504 -0.1820 -1.2684 0.5155 0.15
N -0.014 1.660 0.100 -0.1493 2.8849 -0.2547 -0.53
H 1.522 4.029 7.861 0.1624 -0.0974 -0.0486 0.36
H 2.817 3.073 7.400 -0.1398 0.0936 0.0146 0.37
H -0.706 3.694 7.076 -0.0090 0.0290 0.0660 0.19
H -2.102 2.693 5.245 -0.1015 0.1719 0.0359 0.23
H 1.172 0.308 4.004 0.1393 0.0302 -0.0755 0.26
H 2.615 1.330 5.758 0.0491 -0.0774 -0.0045 0.20
H 0.204 4.850 2.178 -0.0423 0.0819 -0.0235 0.18
H 0.764 4.908 -0.288 -0.0223 -0.0213 0.0033 0.21
H 0.599 2.743 -1.557 0.0564 -0.0592 0.0521 0.22
C 8.028 -2.040 0.750 -0.1357 -0.0095 -0.0097 -0.61
C 6.567 -1.684 0.760 0.0301 -0.0004 -0.0358 -0.05
C 6.149 -0.372 0.591 0.2201 -0.1206 0.0219 -0.24
C 4.816 -0.018 0.711 -0.2614 -0.1402 0.0324 -0.05
C 4.379 1.403 0.521 0.0063 0.0606 0.0222 -0.64
C 3.877 -1.010 1.024 -0.4229 0.1227 -0.1288 -0.06
Se 2.117 -0.482 1.607 0.0415 0.0540 0.3573 -0.19
C 4.261 -2.357 1.094 -0.0776 0.2366 -0.0689 -0.03
C 3.241 -3.432 1.320 -0.1092 0.1044 -0.0558 -0.65
C 5.606 -2.664 0.970 0.2242 0.0458 -0.0255 -0.23
H 8.635 -1.173 0.494 0.0955 0.0444 -0.0253 0.20
H 8.238 -2.833 0.032 0.0807 -0.0762 -0.0502 0.20
H 8.334 -2.392 1.737 0.1196 -0.0308 0.0161 0.20
H 6.884 0.396 0.380 0.0764 0.0831 -0.0196 0.18
H 5.203 2.040 0.202 0.1658 -0.0003 -0.0100 0.18
H 3.959 1.796 1.448 -0.0503 0.0664 -0.0057 0.23
H 3.592 1.443 -0.230 -0.0966 0.0530 0.0130 0.25
H 2.309 -3.180 0.809 -0.0252 -0.0802 0.0601 0.27
H 3.011 -3.516 2.383 -0.1077 -0.0151 0.0605 0.22
H 3.592 -4.399 0.960 0.1186 -0.0631 -0.0039 0.19
H 5.924 -3.696 1.060 0.0013 -0.1713 0.0006 0.18
Te -0.909 -2.436 0.065 -0.5568 -0.6426 -0.1359 -0.54
F 1.943 0.653 -1.725 0.1284 0.4926 -0.1839 -0.41
C 1.034 -0.414 -1.561 0.8221 -0.6382 -0.4909 0.35
F 1.814 -1.507 -1.942 -0.1193 0.1395 -0.0333 -0.38
C 0.025 -0.232 -2.687 -0.9625 -0.3826 -0.7154 0.89
F 0.454 0.455 -3.779 0.3068 0.1776 -0.0783 -0.36
F -1.063 0.461 -2.251 0.1999 0.2118 -0.0603 -0.34
F -0.452 -1.391 -3.160 0.2147 0.0385 -0.0456 -0.32

In eV/Å, the strongest force on any atom values for the records above are, in order, 1.7, 4.3, 5.2, 4.4, 2.5, 2.9.